Entry one
ORCA calculation (ωB97M-V with the def2-TZVPD basis set) on 2 unconnected molecules or ions with the total composition C2H6N2O.

```
! wB97M-V def2-TZVPD RIJCOSX def2/J DEFGRID3
* xyz 0 1
C 1.62 -0.65 -0.09
N 1.76 0.47 -0.66
H 0.66 -1.13 -0.13
H 2.48 -1.33 0.04
H 2.70 0.73 -0.93
C -1.72 -0.13 0.68
N -1.39 0.95 -0.10
O -0.85 -0.75 1.27
H -2.72 -0.55 0.76
H -0.39 1.05 -0.23
H -2.15 1.33 -0.61
*
```

Values from the calculation:
Orbital gap: 10.767 eV
Highest occupied orbital energy: -0.3550 Eh
SMILES string: NC=O.C=N

---

Entry two
ORCA calculation (ωB97M-V with the def2-TZVPD basis set) on 2 unconnected molecules or ions with the total composition C2H6N2O.

```
! wB97M-V def2-TZVPD RIJCOSX def2/J DEFGRID3
* xyz 0 1
C 1.06 0.46 1.01
N -0.25 0.08 0.97
C -0.22 -0.68 -0.35
N -1.25 -0.11 -1.18
O 0.00 -1.89 -0.34
H -0.95 0.80 1.06
H -1.34 -0.66 -2.02
H -1.22 0.90 -1.26
H 1.75 -0.37 1.11
H 1.33 1.37 1.53
H 1.09 0.10 -0.52
*
```

Values from the calculation:
Orbital gap: 8.492 eV
Highest occupied orbital energy: -0.3163 Eh

---

Entry three
ORCA calculation (ωB97M-V with the def2-TZVPD basis set) on C2H6N2O in the gas phase.

```
! wB97M-V def2-TZVPD RIJCOSX def2/J DEFGRID3
* xyz 0 1
C -0.91 1.05 0.97
C -0.31 -0.12 -0.90
H -1.51 0.22 1.62
H -1.39 2.09 1.24
H 0.30 1.05 1.29
H -0.34 -0.37 -1.95
H 0.70 -0.95 0.73
H 2.28 -1.38 -1.36
N -1.13 0.74 -0.45
N 0.87 -0.63 -0.24
O 1.43 -1.69 -0.96
*
```

Values from the calculation:
Orbital gap: 10.294 eV
Highest occupied orbital energy: -0.3466 Eh
SMILES string: C/N=C\NO

---

Which of them is most stable, and which least? Most stable: entry one; least stable: entry two.

---

Entry one
ORCA calculation (ωB97M-V with the def2-TZVPD basis set) on 2 unconnected molecules or ions with the total composition C2H6N2O.

```
! wB97M-V def2-TZVPD RIJCOSX def2/J DEFGRID3
* xyz 0 1
C -3.67 -0.68 -1.44
N -2.57 -0.17 -1.05
H -4.54 -0.77 -0.79
H -3.64 -0.96 -2.50
H -2.31 -0.49 -0.11
C 2.28 -0.01 1.06
N 1.26 0.88 1.14
O 2.97 -0.10 0.06
H 2.42 -0.63 1.96
H 1.16 1.46 0.32
H 0.83 1.21 1.98
*
```

Values from the calculation:
Orbital gap: 10.434 eV
Highest occupied orbital energy: -0.3496 Eh
SMILES string: NC=O.C=N

---

Entry two
ORCA calculation (ωB97M-V with the def2-TZVPD basis set) on C2H6N2O in the gas phase.

```
! wB97M-V def2-TZVPD RIJCOSX def2/J DEFGRID3
* xyz 0 1
N -0.09 0.31 -1.39
C -0.87 0.10 -0.18
C 0.00 -0.05 1.07
N 1.23 -0.57 0.83
O -0.39 0.25 2.18
H -0.54 -0.08 -2.20
H 0.20 1.27 -1.50
H -1.56 0.91 0.05
H -1.45 -0.81 -0.28
H 1.54 -0.70 -0.13
H 1.93 -0.63 1.55
*
```

Values from the calculation:
Orbital gap: 10.300 eV
Highest occupied orbital energy: -0.3455 Eh
SMILES string: NCC(N)=O

---

Which of them is most stable, and which least? Most stable: entry two; least stable: entry one.

---

Entry one
ORCA calculation (ωB97M-V with the def2-TZVPD basis set) on 2 unconnected molecules or ions with the total composition C2H6N2O.

```
! wB97M-V def2-TZVPD RIJCOSX def2/J DEFGRID3
* xyz 0 1
O 1.49 0.80 -1.43
C 1.93 0.45 -0.28
H 1.65 -0.61 0.19
H 2.21 1.21 0.51
N -1.00 -0.02 -0.90
C -1.15 -0.29 0.39
N -0.32 -0.09 1.36
H -1.70 -0.62 -1.51
H -0.06 0.12 -1.21
H -2.20 -0.71 0.63
H -0.84 -0.23 2.25
*
```

Values from the calculation:
Orbital gap: 9.791 eV
Highest occupied orbital energy: -0.3435 Eh
SMILES string: [H]/N=C/N.C=O

---

Entry two
ORCA calculation (ωB97M-V with the def2-TZVPD basis set) on 2 unconnected molecules or ions with the total composition C2H6N2O.

```
! wB97M-V def2-TZVPD RIJCOSX def2/J DEFGRID3
* xyz 0 1
C 2.15 0.09 0.61
C -0.96 -0.91 -0.21
N 2.10 -0.78 -0.16
N -0.85 0.52 -0.63
O -0.74 1.29 0.64
H 2.44 1.00 0.99
H -1.36 1.99 0.31
H 0.00 0.62 -1.08
H -0.32 -1.12 0.69
H -2.10 -1.18 -0.10
H -0.36 -1.51 -1.05
*
```

Values from the calculation:
Orbital gap: 10.578 eV
Highest occupied orbital energy: -0.3526 Eh
SMILES string: C#N.CNO

---

Which of them is most stable, and which least? Most stable: entry one; least stable: entry two.

---

Entry one
ORCA calculation (ωB97M-V with the def2-TZVPD basis set) on a gas-phase ion, C5H15N2O (charge +1).

```
! wB97M-V def2-TZVPD RIJCOSX def2/J DEFGRID3
* xyz 1 1
N -1.58 1.62 -0.75
C -0.23 1.00 -0.39
C 0.66 1.32 -1.59
O -0.09 1.06 -2.77
C -0.34 -0.52 -0.12
N 0.49 -0.79 1.06
C -0.25 -0.90 2.29
C 1.49 -1.83 0.87
H -1.43 2.57 -0.99
H -1.96 1.16 -1.58
H -2.18 1.56 0.07
H 0.11 1.44 0.54
H 0.93 2.36 -1.71
H 1.56 0.73 -1.55
H 0.08 0.24 -3.26
H 0.06 -1.18 -0.88
H -1.42 -0.68 0.04
H -0.52 0.09 2.68
H -1.12 -1.56 2.36
H 0.42 -1.32 3.04
H 2.36 -1.64 1.50
H 1.15 -2.78 1.31
H 1.83 -1.93 -0.15
*
```

Values from the calculation:
Orbital gap: 8.876 eV
Highest occupied orbital energy: -0.4493 Eh
SMILES string: CN(C)C[C@H]([NH3+])CO

---

Entry two
ORCA calculation (ωB97M-V with the def2-TZVPD basis set) on 2 unconnected molecules or ions with the total composition C5H15N2O.

```
! wB97M-V def2-TZVPD RIJCOSX def2/J DEFGRID3
* xyz 1 1
C -2.80 -1.04 0.25
C -1.35 -0.71 -0.06
C -0.82 0.48 0.80
C 0.52 1.09 0.46
C 0.77 2.42 0.40
N 2.00 2.86 0.06
N -0.39 -1.88 0.10
H -2.91 -1.56 1.21
H -3.17 -1.69 -0.56
H -3.43 -0.18 0.38
H -1.15 -0.33 -1.06
H -0.88 0.10 1.84
H -1.62 1.22 0.91
H 1.32 0.39 0.33
H 0.07 3.23 0.61
H 2.80 2.25 -0.01
H 2.13 3.81 -0.23
H 0.61 -1.72 -0.25
H -0.82 -2.70 -0.39
H -0.32 -2.08 1.11
H 2.55 -1.65 -1.57
H 1.74 -2.84 -2.17
O 1.70 -2.10 -1.55
*
```

Values from the calculation:
Orbital gap: 8.021 eV
Highest occupied orbital energy: -0.4064 Eh

---

Entry three
ORCA calculation (ωB97M-V with the def2-TZVPD basis set) on 2 unconnected molecules or ions with the total composition C5H15N2O.

```
! wB97M-V def2-TZVPD RIJCOSX def2/J DEFGRID3
* xyz 1 1
C -0.63 -0.74 -1.91
C 0.36 0.29 -1.46
C 0.30 0.30 0.13
C -0.56 1.25 0.64
N -1.08 1.08 1.97
C 1.00 -0.75 0.85
N -0.74 -0.74 -3.35
H -1.58 -0.86 -1.22
H -0.21 -1.78 -1.63
H 0.05 1.30 -1.82
H 1.46 0.05 -1.64
H -0.87 2.19 0.12
H -1.56 1.90 2.39
H -0.87 0.32 2.63
H 1.11 -0.47 1.91
H 2.06 -0.78 0.48
H 0.45 -1.68 0.73
H -1.47 0.05 -3.56
H -1.28 -1.63 -3.63
H 0.15 -0.67 -3.94
H 1.33 0.07 4.80
H 1.62 0.83 3.55
O 0.97 0.46 3.96
*
```

Values from the calculation:
Orbital gap: 6.794 eV
Highest occupied orbital energy: -0.3881 Eh

---

Entry four
ORCA calculation (ωB97M-V with the def2-TZVPD basis set) on a molecular structure, C5H15N2O.

```
! wB97M-V def2-TZVPD RIJCOSX def2/J DEFGRID3
* xyz 1 1
N -1.01 0.89 1.93
C -0.32 -0.64 0.14
C -1.55 -0.49 -0.68
C -1.95 0.95 -1.04
O -2.53 -1.17 0.08
C 0.94 0.08 -0.19
N 2.08 -0.76 0.17
C 3.38 -0.16 -0.14
H -0.49 0.92 2.80
H -2.00 0.85 2.16
H -0.70 0.21 1.17
H -0.29 -1.51 0.79
H -1.33 -1.03 -1.62
H -2.82 0.94 -1.69
H -2.16 1.45 -0.10
H -1.16 1.53 -1.52
H -3.22 -1.60 -0.44
H 1.00 0.35 -1.26
H 0.97 0.97 0.44
H 1.96 -1.64 -0.33
H 4.12 -0.88 0.20
H 3.57 0.80 0.35
H 3.51 -0.05 -1.22
*
```

Values from the calculation:
Orbital gap: 6.455 eV
Highest occupied orbital energy: -0.4888 Eh

---

Which of them is most stable, and which least? Most stable: entry two; least stable: entry four.